13
Properties=species:S:1:pos:R:3:forces:R:3 method="wB97M-V/def2-TZVPD" total_energy_ha=-1335.63129 charge=-1 gap_ev=8.64 e_above_lowest_kcal_mol=11.4
Cl -2.972604 1.156241 0.341058 -0.1 -0.1 -0.2
S 2.374805 2.051675 -1.120067 -0.9 0.7 1.3
N 0.250778 0.946607 0.267141 0.5 -0.2 0.8
N 2.197249 -0.127043 0.536483 -0.2 0.3 0.1
N 0.144680 -0.154919 1.038257 -2.8 0.5 0.7
N -0.286038 -1.692235 -1.541128 -2.7 1.6 2.8
N -2.177798 -1.296869 -0.232085 -2.3 -0.9 -0.2
N 1.223199 -0.790748 1.171287 1.9 -0.4 0.1
N -1.091939 -1.325965 -0.789512 4.7 -1.7 -4.2
N -2.484028 -0.512285 0.797953 -1.5 0.7 1.2
C 1.539772 0.931811 0.043756 2.0 0.3 -2.1
H 2.947202 1.154838 -1.875653 0.3 -0.9 -0.4
H -1.665279 -0.341107 1.362508 1.0 0.2 0.2

9
Properties=species:S:1:pos:R:3:forces:R:3 method="wB97M-V/def2-TZVPD" total_energy_ha=-1500.99368 charge=0 gap_ev=8.78 smiles="N=[S@@H](=O)OC(=S)Cl" e_above_lowest_kcal_mol=58.3
Cl -1.883410 -2.232184 -0.289443 0.7 0.3 0.2
S 0.503643 -1.594884 -1.935044 -0.2 -0.2 -0.2
S 0.591240 0.806084 0.445502 0.8 2.3 -1.2
O 0.138078 -0.861983 0.465408 1.1 1.9 3.6
O 1.458802 0.935560 1.590794 -1.1 -0.6 -0.6
N -0.629227 1.649683 0.100487 0.1 -0.7 1.6
C -0.286978 -1.499585 -0.526965 -1.1 -1.4 -3.5
H 1.467300 0.986105 -0.723484 -1.9 -0.9 1.5
H -1.359447 1.811204 0.872745 1.6 -0.5 -1.4

10
Properties=species:S:1:pos:R:3:forces:R:3 method="wB97M-V/def2-TZVPD" total_energy_ha=-1253.27921 charge=0 gap_ev=11.54 smiles="O=S(=O)(O)Cl.C#[N+][O-]" e_above_lowest_kcal_mol=54.5
Cl -1.623867 -1.032905 -0.443568 0.3 -2.9 -0.7
S -1.765485 0.824563 0.015913 2.9 0.1 -0.3
O -1.170289 0.741797 1.475437 -0.6 0.7 -0.1
O 1.523057 -0.144111 0.993822 -0.3 0.5 1.1
O -0.831100 1.479818 -0.824595 0.3 0.8 0.0
O -3.123744 1.074445 -0.082163 -2.4 1.2 1.1
N 1.999759 -0.695829 0.047657 -0.5 0.4 0.2
C 2.414491 -1.185534 -0.888932 -0.2 0.4 0.8
H 2.766489 -1.697113 -1.686980 0.9 -1.2 -1.9
H -0.189312 0.634869 1.393413 -0.3 0.0 -0.1

8
Properties=species:S:1:pos:R:3:forces:R:3 method="wB97M-V/def2-TZVPD" total_energy_ha=-1425.78999 charge=0 gap_ev=9.31 smiles="O=CN(Cl)SS" e_above_lowest_kcal_mol=24.2
Cl 1.646050 -1.421033 0.153921 0.0 0.8 -0.3
S -0.775540 -0.772618 -1.142510 -0.5 1.2 0.2
S -1.961077 -0.414022 0.538044 -0.9 -1.3 0.1
O 1.993826 1.446796 0.491643 0.5 1.2 0.7
N 0.676326 -0.148519 -0.643387 1.4 -0.1 1.3
C 0.952282 1.271445 0.011529 -0.9 -4.5 -1.9
H -0.000229 1.718096 -0.161700 -0.5 1.6 0.1
H -2.531641 -1.680143 0.752459 0.8 1.1 -0.2

8
Properties=species:S:1:pos:R:3:forces:R:3 method="wB97M-V/def2-TZVPD" total_energy_ha=-1425.81391 charge=0 gap_ev=7.77 e_above_lowest_kcal_mol=9.2
Cl 1.155516 1.974843 -0.173200 -0.3 -0.5 -0.1
S 1.435738 -0.397113 -0.417566 0.8 0.7 -0.6
S 2.956207 -0.784577 0.652299 -0.8 -0.1 0.0
O -1.538232 0.652223 -0.028212 1.3 2.6 -1.7
N 0.047271 -1.016946 0.097596 0.8 -1.1 0.3
C -1.134208 -0.575135 0.057918 -2.9 -0.2 0.7
H -2.120464 -1.209212 0.203034 2.5 0.5 -0.2
H -0.801828 1.355914 -0.391868 -1.3 -1.9 1.5

7
Properties=species:S:1:pos:R:3:forces:R:3 method="wB97M-V/def2-TZVPD" total_energy_ha=-991.31226 charge=0 gap_ev=9.08 e_above_lowest_kcal_mol=17.7
Cl 1.931580 1.529801 1.127988 -2.2 -0.9 0.1
P -0.625923 0.741840 1.110351 1.8 -0.5 1.3
O -0.540212 -0.899814 0.781668 -0.1 0.3 1.5
O -0.691598 0.769087 -0.452081 -0.4 2.0 -1.9
C -0.243154 -0.550738 -0.540564 1.5 -0.3 -1.1
H 0.845700 -0.545825 -0.630113 0.1 0.0 -0.3
H -0.676393 -1.044351 -1.397249 -0.7 -0.7 0.3

7
Properties=species:S:1:pos:R:3:forces:R:3 method="wB97M-V/def2-TZVPD" total_energy_ha=-348.47539 charge=0 gap_ev=11.63 smiles=FC1(F)NN1 e_above_lowest_kcal_mol=25.8
F -1.349214 1.048641 -0.134401 -0.6 1.5 0.8
F -1.316350 -1.089070 0.030770 0.3 0.5 0.1
N 0.646036 0.092564 -0.763688 -0.3 0.7 0.4
N 0.698880 -0.086305 0.713133 -2.0 0.8 1.2
C -0.556613 0.042236 0.033937 2.5 -3.4 -1.8
H 1.004304 -0.788658 -1.105123 -0.5 -0.3 -0.2
H 0.872957 0.780592 1.225369 0.5 0.2 -0.6

8
Properties=species:S:1:pos:R:3:forces:R:3 method="wB97M-V/def2-TZVPD" total_energy_ha=-423.66056 charge=0 gap_ev=10.11 smiles="O=C=NNF.F" e_above_lowest_kcal_mol=37.7
F 2.260444 -1.411352 0.697917 -0.9 -0.3 2.8
F -0.554971 1.793211 -1.615344 -0.7 0.0 -0.3
O -2.484687 -1.136224 0.399600 0.3 -0.2 -0.9
N -0.625140 0.231400 0.016597 0.3 0.6 0.6
N 0.200333 0.900298 -0.800579 1.8 1.2 -0.7
C -1.559731 -0.533993 0.006951 -0.4 0.4 1.2
H 0.792236 1.673020 -0.339313 -1.4 -2.1 0.2
H 1.971516 -1.516357 1.634168 0.9 0.3 -2.8

9
Properties=species:S:1:pos:R:3:forces:R:3 method="wB97M-V/def2-TZVPD" total_energy_ha=-1129.20367 charge=-1 gap_ev=8.04 smiles="[O-][P@](O)(=S)C(F)F" e_above_lowest_kcal_mol=7.9
S 1.431000 -0.779684 1.659056 0.5 0.4 0.0
P 0.089732 -0.801075 0.234439 0.3 0.4 -0.1
F -0.021668 1.588872 -0.903710 -0.7 0.4 0.4
F -0.681806 1.645911 1.186431 0.4 1.3 2.1
O -0.943749 -1.840170 0.282781 -1.3 -0.5 -0.1
O 0.796242 -0.848855 -1.248657 3.5 0.0 0.5
C -0.765640 0.932159 0.096636 3.6 -1.7 -1.4
H -1.751212 0.944516 -0.177195 -2.6 -0.4 -1.2
H 1.847100 -0.841673 -1.129781 -3.6 0.1 -0.2

7
Properties=species:S:1:pos:R:3:forces:R:3 method="wB97M-V/def2-TZVPD" total_energy_ha=-393.40839 charge=0 gap_ev="10.46 / 8.35" e_above_lowest_kcal_mol=168.5
F 1.473831 -1.138598 -0.602041 0.6 -2.1 0.6
F 1.893390 0.513365 0.848913 -0.6 -1.2 -1.3
F -1.349022 -0.724397 -0.801566 -0.5 -1.4 -0.4
N 1.276944 0.121834 -0.422718 -1.0 3.6 1.0
C -1.050803 0.168318 0.087681 1.7 1.0 -0.3
H -0.897453 -0.083104 1.109719 -0.1 -0.6 0.5
H -1.346888 1.142583 -0.219989 0.0 0.7 0.0